The following is a quantum chemistry calculation of a 2-piece molecular cluster, C4H13NO overall at a distorted geometry, from the Open Molecules 2025 dataset.

Positions of all 19 atoms, in Å:
O  0.213  2.335  -2.490
N  -0.468  1.255  1.661
C  -1.244  -0.809  -0.315
C  1.131  -1.664  -0.167
C  0.515  0.430  1.030
C  -0.005  -0.936  0.546
H  -0.342  2.540  -1.718
H  0.855  -2.648  -0.549
H  -1.003  -0.300  -1.256
H  -0.245  -1.500  1.459
H  -0.210  1.582  -2.914
H  2.031  -1.763  0.423
H  1.408  -1.063  -1.054
H  1.321  0.181  1.732
H  0.969  0.971  0.193
H  -0.871  1.997  1.121
H  -1.658  -1.784  -0.573
H  -0.380  1.439  2.640
H  -2.018  -0.264  0.231

Values from the calculation:
LUMO level = 0.8 eV
Total charge = 0
HOMO level = -0.32609 Eh
Energy above the lowest of the compared OMol25 structures with the same formula, charge and spin = 0.331 eV
Total energy = -7896.330 eV
Maximum force = 1.168 eV/Å
SMILES string = CC(C)CN.O